# 1
Computed, not measured: a structure of composition C24H73BrFeO13 at a distorted geometry, with ωB97M-V with the def2-TZVPD basis set.

Results
- 2S+1 = 5
- expectation value of S² = 6.01
- lowest unoccupied orbital energy (spin up / spin down) (eV) = 0.12 / 0.12
- HOMO (spin up / spin down) (eV) = -7.4892 / -7.2606
- orbital gap (spin up / spin down) (eV) = 7.606 / 7.376
- maximum force (hartree/bohr) = 0.0471
- total energy (hartree) = -5773.92440

XYZ file:
```
112
Properties=species:S:1:pos:R:3:forces:R:3
Fe 0.07520 0.28270 1.96059 0.96 -0.78 0.45
O 1.48533 -0.94373 2.65643 -1.05 0.73 -0.74
H 1.76762 -1.28469 1.78546 0.23 0.13 0.87
Br 0.74962 -0.03783 -0.40717 0.06 0.28 -1.03
C -2.45523 3.95994 1.90412 0.01 0.11 -0.78
C -1.70117 3.02440 0.97552 0.61 -0.25 0.11
O -1.45960 1.76957 1.57698 0.63 -0.61 0.79
H -1.95900 4.25135 2.82982 0.36 -0.31 -0.11
H -3.41362 3.50750 2.15885 -0.15 0.22 -0.05
H -2.58298 4.86609 1.31195 -0.45 0.21 0.21
H -0.71600 3.38892 0.68456 -0.10 0.26 -0.01
H -2.23789 2.78308 0.05802 -0.33 0.59 -0.16
H -2.29275 1.42635 1.90816 -0.66 -0.34 0.14
C -0.67520 2.21789 5.87670 -1.61 -0.58 -0.34
C -1.42639 1.15768 4.94013 1.11 0.75 2.02
O -0.52779 0.42619 4.08774 -1.13 0.95 0.48
H -0.02061 1.64885 6.53687 0.68 0.34 -0.41
H -1.38738 2.63147 6.59074 -0.60 -0.31 0.07
H -0.31588 3.15809 5.45835 0.75 -0.58 -0.56
H -2.31908 1.56491 4.46542 0.57 0.03 -0.75
H -1.81183 0.46221 5.68568 -0.22 -0.30 -0.09
H 0.05367 -0.06349 4.67404 0.37 -0.33 -0.28
C -1.28926 -2.84215 3.51080 -0.82 -0.29 0.14
C -2.15928 -1.88781 2.67547 -0.21 0.52 0.57
O -1.47115 -1.23619 1.61785 -0.38 0.84 0.83
H -1.82814 -3.11478 4.41820 -0.44 -0.06 0.04
H -0.34920 -2.45598 3.90482 0.08 0.42 -0.74
H -1.10889 -3.78418 2.99295 0.22 0.14 -0.18
H -2.62902 -1.10571 3.27192 0.68 0.31 0.54
H -3.09666 -2.27744 2.27851 0.27 -1.12 -0.26
H -1.65563 -1.69630 0.79574 0.38 -0.44 -0.34
C -1.18755 -2.52728 -4.72754 -0.67 2.01 0.85
C -0.67838 -3.89281 -4.64639 1.62 -1.23 -1.30
O -0.82463 -4.45982 -5.94781 -0.65 -1.15 -0.44
H -2.27636 -2.49489 -4.76675 -0.02 0.06 -0.01
H -0.80753 -1.97591 -5.58759 0.06 -0.40 -0.29
H -0.83707 -1.90863 -3.90138 -0.24 -0.04 0.46
H -1.14055 -4.59657 -3.95412 -0.39 0.37 0.03
H 0.38537 -3.90700 -4.40905 0.16 0.14 0.30
H -0.08701 -4.29547 -6.53985 0.16 0.25 0.40
C 4.54312 0.85919 -0.02463 -0.50 0.08 0.71
C 5.76076 1.63066 -0.43815 0.73 0.39 0.76
O 6.94317 1.28744 0.31819 0.21 -0.54 -1.08
H 3.68021 1.30543 -0.51894 -0.20 -0.44 -0.15
H 4.32002 0.87563 1.04217 0.12 0.60 0.26
H 4.61508 -0.21929 -0.16535 0.08 0.06 -0.76
H 5.67978 2.71627 -0.38352 -0.67 0.18 0.34
H 5.90919 1.49218 -1.50908 0.70 -0.54 0.09
H 6.90314 1.56235 1.23713 -0.53 0.17 -0.12
C 2.04052 -4.12336 1.94355 0.20 0.37 0.69
C 3.55301 -3.77950 1.95213 -0.38 0.14 -0.93
O 3.88183 -2.65468 2.77748 -0.42 -0.65 0.35
H 1.82662 -4.61884 2.89058 -0.18 0.22 0.24
H 1.64944 -4.82130 1.20326 0.83 -0.13 -0.44
H 1.38582 -3.25672 1.85194 0.27 0.16 0.24
H 3.93494 -3.48826 0.97366 -0.35 -0.40 -0.52
H 4.09892 -4.67557 2.24734 0.14 -0.09 0.22
H 4.80553 -2.47334 2.58903 0.05 0.12 0.10
C 3.09427 3.79989 2.72681 -0.72 0.26 0.27
C 1.69841 3.34863 2.28611 0.99 0.95 -0.62
O 1.46136 1.97782 2.57083 0.32 0.81 -0.34
H 3.17751 4.86904 2.53164 -0.08 0.13 0.19
H 3.90697 3.35321 2.15401 -0.16 -0.45 0.25
H 3.15321 3.63851 3.80319 0.63 -0.01 0.10
H 1.72711 3.60831 1.22789 -0.82 -0.78 -0.27
H 0.93511 3.96192 2.76501 -0.10 0.12 0.09
H 1.93288 1.86549 3.39948 -0.09 -0.89 0.15
C -1.99465 2.01422 -5.50274 0.10 -1.17 1.04
C -2.44208 1.52641 -4.06133 0.34 -0.25 -0.91
O -3.82968 1.23214 -3.98318 -0.16 0.27 -0.13
H -2.54361 2.93046 -5.72006 0.38 0.14 -0.15
H -2.11320 1.31002 -6.32624 -1.02 -0.37 0.26
H -0.91173 2.08847 -5.60209 0.13 0.90 0.66
H -2.14485 2.26825 -3.32010 -0.16 0.45 -0.07
H -2.00713 0.60693 -3.66956 0.53 -0.08 -0.63
H -4.31196 1.92892 -4.43429 -0.13 0.09 -0.01
C -2.09490 -5.03520 -0.44737 0.56 0.38 -0.68
C -1.15025 -3.95618 -1.09085 -1.50 -0.64 0.52
O -0.87904 -2.97940 -0.11947 -0.06 -0.39 0.72
H -1.75939 -5.37866 0.53119 0.19 0.25 0.01
H -2.15754 -5.92140 -1.07889 0.15 0.01 -0.17
H -3.12061 -4.67592 -0.36405 0.08 0.26 0.14
H -1.71677 -3.43849 -1.86489 0.14 -0.41 -0.59
H -0.23548 -4.40353 -1.47968 0.03 -0.02 -0.05
H -0.30663 -2.28787 -0.45967 0.55 0.38 -0.29
C 2.68117 -2.66197 -2.45479 0.36 0.79 0.32
C 2.85432 -1.38911 -3.27730 1.13 -1.22 0.06
O 3.72009 -1.74701 -4.36770 -0.35 -0.12 -0.30
H 3.61857 -2.90282 -1.95343 0.08 0.01 0.01
H 2.41235 -3.54545 -3.03385 -0.44 0.23 -0.03
H 1.97713 -2.34142 -1.68688 -0.30 -0.72 0.16
H 3.38872 -0.68629 -2.63810 -0.41 0.42 0.00
H 1.86490 -1.03590 -3.56782 0.14 0.34 -0.36
H 4.15040 -0.99422 -4.77970 -0.22 0.23 0.19
C -0.22637 4.81566 -2.74757 0.30 -0.36 -0.19
C 0.58999 3.50360 -2.43172 -0.79 0.93 -1.26
O 1.18469 3.53929 -1.18164 0.17 0.24 1.16
H -0.13653 5.63779 -2.03754 0.60 -0.33 0.39
H -1.30835 4.71426 -2.83212 -0.03 -0.59 -0.07
H 0.12138 5.22366 -3.69661 -0.06 -0.03 -0.08
H 1.37743 3.38552 -3.17610 0.07 0.23 -0.35
H -0.00444 2.59530 -2.53041 -0.45 0.08 0.02
H 1.31003 2.61542 -0.95280 0.17 -0.43 0.48
C -5.45454 1.05731 0.25960 0.15 -0.57 -0.88
C -4.51233 0.14316 0.98689 0.21 0.04 0.99
O -4.00088 0.81762 2.13794 0.54 0.19 0.67
H -6.44078 1.03524 0.72324 -0.03 0.12 -0.16
H -5.48209 0.66334 -0.75634 -0.58 0.19 -0.20
H -5.08924 2.08184 0.18905 0.12 -0.08 0.18
H -3.62468 -0.19144 0.45004 -0.13 0.33 -0.33
H -5.00460 -0.75907 1.34990 -0.22 -0.17 -0.29
H -4.65293 0.81686 2.84251 -0.07 0.02 -0.02
```
Positions in Å, forces in eV/Å.

# 2
Computed, not measured: an isolated molecule of C4H8P2 at a distorted geometry, with ωB97M-V with the def2-TZVPD basis set.

Results
- lowest unoccupied orbital energy (spin up / spin down) (eV) = -0.49 / -0.49
- HOMO (spin up / spin down) (eV) = -7.9389 / -7.9392
- orbital gap (spin up / spin down) (eV) = 7.452 / 7.452
- maximum force (hartree/bohr) = 0.0997
- total energy (hartree) = -839.81568

XYZ file:
```
14
Properties=species:S:1:pos:R:3:forces:R:3
C -0.14700 0.29097 -0.78075 -0.99 -0.97 1.81
C -1.26282 -0.52035 -0.67633 2.15 0.96 -1.11
C 0.54633 0.65526 0.48576 3.18 1.08 -3.87
C -2.11275 -1.11620 -1.75417 -0.04 -0.41 -0.53
P 2.18721 1.33945 0.43647 -2.87 -1.42 0.31
P 2.44197 1.46845 2.60168 0.16 -0.10 1.04
H 0.36010 0.62739 -1.67140 -0.51 -0.05 -0.54
H -1.52987 -0.88680 0.28736 -0.01 0.14 0.93
H 0.01426 0.25900 1.26133 -0.92 -0.53 2.71
H -1.66094 -2.12969 -2.13516 -0.94 1.93 0.54
H -2.22764 -0.35258 -2.56716 0.06 -1.08 0.35
H -3.11793 -1.30527 -1.28816 0.84 -0.03 -0.78
H 2.67755 0.16495 3.13977 -0.71 -0.21 -0.53
H 3.83153 1.50542 2.66077 0.61 0.71 -0.32
```
Positions in Å, forces in eV/Å.

# 3
Computed, not measured: a structure of composition C30H60AsF6O24 at a distorted geometry, with ωB97M-V with the def2-TZVPD basis set.

Results
- net charge = -1
- lowest unoccupied orbital energy (eV) = 1.65
- HOMO (eV) = -8.5876
- orbital gap (eV) = 10.234
- maximum force (hartree/bohr) = 0.0238
- total energy (hartree) = -5820.15406

XYZ file:
```
121
Properties=species:S:1:pos:R:3:forces:R:3
As -0.18892 0.73535 -0.46170 -0.37 0.04 0.16
F -0.36070 -0.16549 1.01304 0.27 -0.15 0.21
F -1.87750 1.11478 -0.25700 -0.23 0.20 -0.33
F -0.10158 1.63640 -1.92863 -0.03 0.07 -0.23
F 1.47468 0.32343 -0.52505 0.35 -0.13 -0.12
F -0.61423 -0.67059 -1.40319 -0.03 -0.18 0.08
F 0.20389 2.19261 0.39808 -0.07 0.07 0.41
C -3.08941 3.41536 2.68219 0.50 -0.05 -0.62
O -2.94657 2.08758 2.17619 0.02 0.22 0.42
H -3.48026 4.06866 1.89812 -0.18 0.08 0.14
H -3.74979 3.40528 3.54268 -0.08 -0.10 0.00
H -2.10865 3.80855 2.97102 -0.07 0.04 0.19
H -2.26644 2.08310 1.49257 -0.08 -0.15 -0.21
C 2.34404 -0.45686 -4.05050 0.52 0.24 -0.44
O 3.73768 -0.76939 -4.19513 -0.16 -0.17 0.26
H 2.13085 -0.33098 -2.99250 0.03 -0.04 0.01
H 2.15853 0.49145 -4.56156 -0.32 -0.03 0.08
H 1.71319 -1.23409 -4.48264 -0.13 0.01 0.11
H 3.90375 -0.93626 -5.12638 0.03 0.04 -0.01
C -2.01205 4.44736 -0.98618 1.13 -0.25 0.40
O -2.85948 5.56073 -0.78232 -0.31 0.04 -0.14
H -0.97532 4.66396 -0.70215 -0.07 0.13 -0.02
H -2.28407 3.59434 -0.36039 -0.35 0.02 -0.18
H -1.94969 4.13330 -2.02862 -0.45 0.09 -0.04
H -2.38078 6.25135 -0.32047 0.05 -0.07 -0.03
C -3.61889 -1.28588 2.47645 -0.26 0.44 -0.24
O -4.46333 -0.17084 2.73534 -0.01 -0.28 -0.10
H -2.94579 -1.06161 1.64257 0.19 -0.10 0.15
H -3.04727 -1.55150 3.36880 0.12 -0.14 -0.06
H -4.24085 -2.13085 2.17441 -0.01 -0.07 0.17
H -3.96175 0.62472 2.49947 -0.06 0.08 0.07
C -1.21089 0.63999 -4.89402 -0.08 0.40 0.16
O -1.00699 -0.65511 -4.36408 -0.12 0.02 -0.07
H -2.18232 1.06855 -4.61464 -0.06 -0.21 -0.05
H -0.46303 1.35751 -4.53736 0.12 -0.13 -0.12
H -1.16839 0.57090 -5.97849 0.06 -0.03 -0.02
H -1.08602 -0.59060 -3.40789 0.18 -0.03 0.18
C 1.95377 3.60583 -3.53637 -0.47 0.02 0.05
O 2.43563 4.76432 -4.20482 0.14 -0.22 -0.02
H 1.79170 2.80669 -4.25733 0.05 0.18 -0.21
H 2.63378 3.20902 -2.78012 0.13 0.20 0.00
H 0.98258 3.83245 -3.08419 0.02 -0.23 0.15
H 2.43679 5.47893 -3.56313 0.13 0.04 -0.04
C 2.49324 -2.84428 -1.07300 -0.14 0.44 -0.07
C 2.74170 -4.01196 -1.98555 -0.03 -0.27 -0.21
C 3.77311 -3.80024 -3.09609 -0.21 0.47 0.22
O 4.48123 -5.03543 -3.14731 -0.01 -0.03 0.00
C 4.21268 -5.75913 -2.03531 -0.15 0.29 0.16
O 4.71448 -6.79976 -1.77167 0.18 -0.24 0.00
O 3.30511 -5.12508 -1.25886 0.07 0.11 -0.17
H 1.90172 -2.07612 -1.57877 -0.09 -0.19 -0.06
H 3.40692 -2.32798 -0.77126 0.11 -0.31 0.14
H 1.92794 -3.17163 -0.20085 0.10 0.03 0.08
H 1.79571 -4.36544 -2.40911 0.03 -0.02 0.02
H 4.43087 -2.96388 -2.84767 0.21 -0.22 -0.05
H 3.32810 -3.59144 -4.06525 -0.04 -0.12 -0.02
C -1.07674 2.23993 6.15237 -0.27 -0.25 0.06
C 0.04578 1.37506 5.63611 0.37 0.33 0.06
C -0.04827 1.03723 4.14592 -0.31 0.16 -0.07
O 1.19977 1.46677 3.59993 0.07 -0.27 -0.08
C 1.91696 2.12412 4.52842 -0.09 0.09 0.17
O 2.95485 2.66608 4.31426 0.09 -0.01 -0.05
O 1.29891 2.09862 5.72566 -0.12 -0.01 -0.14
H -2.03505 1.75729 5.94105 0.04 -0.05 0.04
H -1.09385 3.21212 5.66065 0.15 0.02 0.00
H -0.99244 2.36125 7.23095 -0.01 0.16 -0.02
H 0.18085 0.49565 6.26546 -0.15 -0.12 -0.11
H -0.83572 1.59216 3.63392 -0.08 -0.03 0.09
H -0.21466 -0.02263 3.96663 0.21 -0.01 -0.12
C 1.17892 5.21999 1.31166 0.12 -0.25 0.07
C 2.55667 4.61516 1.18192 -0.14 -0.42 0.00
C 2.71381 3.65055 -0.00805 0.28 0.20 0.43
O 3.92312 4.10316 -0.63591 -0.20 0.05 -0.23
C 4.31130 5.28833 -0.12341 -0.02 -0.21 0.07
O 5.24619 5.91304 -0.51080 -0.02 0.11 -0.02
O 3.50385 5.65466 0.89231 0.10 0.05 -0.02
H 1.13388 5.90066 2.16036 0.02 0.13 -0.09
H 0.45038 4.42415 1.47521 -0.01 -0.01 -0.08
H 0.94573 5.73961 0.38096 -0.14 0.11 0.09
H 2.86343 4.10868 2.09930 0.02 0.19 0.08
H 1.86106 3.69839 -0.68282 0.16 0.05 -0.21
H 2.87759 2.62205 0.29890 -0.16 -0.04 0.01
C -1.10272 -3.80392 0.54931 0.23 -0.23 -0.13
C -1.80944 -4.30645 -0.69387 0.17 0.43 0.24
C -1.23451 -3.85122 -2.03427 0.69 0.17 0.54
O -1.22125 -5.05115 -2.80548 -0.12 0.21 -0.41
C -1.36420 -6.12260 -2.00127 -0.10 0.04 0.34
O -1.25945 -7.25381 -2.34683 0.00 0.00 -0.07
O -1.63190 -5.72842 -0.73122 -0.20 -0.10 -0.41
H -0.09768 -4.23214 0.57734 0.02 0.05 -0.06
H -1.62149 -4.19114 1.42612 -0.04 0.25 0.09
H -1.00222 -2.71766 0.57999 -0.24 0.01 0.01
H -2.87509 -4.06770 -0.66306 -0.04 -0.26 0.03
H -0.20354 -3.49600 -1.93205 0.00 -0.11 0.10
H -1.77987 -3.03348 -2.49774 -0.36 -0.37 -0.27
C -4.19755 -0.44238 -1.96253 0.10 0.81 -0.22
C -4.66278 -1.63560 -1.17942 -0.62 -0.04 -0.35
C -6.17021 -1.65588 -0.87984 0.10 0.01 0.73
O -6.58557 -2.96651 -1.26657 -0.08 0.01 -0.30
C -5.63877 -3.53354 -2.05615 -0.03 0.46 0.14
O -5.77019 -4.53960 -2.66833 -0.04 -0.18 0.05
O -4.52633 -2.77015 -2.05413 0.20 -0.39 -0.03
H -3.15831 -0.52366 -2.27726 0.01 -0.18 0.11
H -4.28433 0.51385 -1.44218 -0.01 -0.22 0.37
H -4.80872 -0.33208 -2.86143 0.00 -0.23 -0.03
H -4.11357 -1.84591 -0.26231 0.28 0.16 -0.11
H -6.73537 -0.88146 -1.40016 0.04 -0.17 -0.32
H -6.38152 -1.55090 0.18414 0.09 0.05 -0.01
C 3.90321 -0.32304 2.51222 -0.30 0.65 -0.15
C 3.06781 -1.22964 3.37377 -0.10 -0.61 0.00
C 1.87502 -1.87714 2.64191 -0.24 0.59 -0.07
O 2.19481 -3.25912 2.57494 -0.10 -0.14 -0.36
C 3.29966 -3.52332 3.29819 0.38 0.25 0.20
O 3.72075 -4.60558 3.54574 -0.09 -0.06 -0.15
O 3.88230 -2.37326 3.71200 -0.35 -0.08 0.32
H 4.33025 -0.90210 1.69374 0.02 0.01 -0.02
H 4.69488 0.17872 3.06541 0.08 -0.22 0.11
H 3.28320 0.47394 2.09113 -0.04 -0.12 -0.01
H 2.71463 -0.78250 4.30334 0.31 0.18 0.03
H 1.73178 -1.39045 1.67773 0.21 -0.53 -0.38
H 0.89916 -1.79920 3.12478 0.20 0.11 0.38
```
Positions in Å, forces in eV/Å.

- The highest total energy belongs to which entry?
  C4H8P2

- Which of these has the lowest total energy?
  C30H60AsF6O24